# 1
DFT (ωB97M-V with the def2-TZVPD basis set) results for a structure of composition C20H48INdO4P2SSi.

Last column: Mulliken spin population.
Cartesian coordinates (Å):
C: -0.3386 -0.2288 -8.4430  0.0008
I: -0.8741 -0.0944 -6.3509  0.0056
H: 0.7431 -0.1258 -8.5073  0.0000
H: -0.8504 0.5826 -8.9617  0.0000
H: -0.6713 -1.2034 -8.8006  0.0001
Nd: 0.0103 -0.2041 -2.4926  3.0854
P: -0.0056 2.1790 -2.6615  -0.0724
C: -1.5582 3.0271 -2.9763  0.0095
C: 0.6548 2.9054 -1.1477  0.0051
H: 0.7788 3.9780 -1.2903  -0.0042
H: 1.2150 3.7877 -3.9463  -0.0053
H: 1.6248 2.4378 -0.9158  -0.0042
H: 2.0984 2.2293 -3.8182  0.0004
H: -2.2792 2.8124 -2.1772  -0.0087
H: -0.0252 2.7127 -0.3096  0.0026
C: 1.1184 2.6988 -3.9726  -0.0064
H: -1.3717 4.1029 -3.0210  0.0035
H: 0.7318 2.3826 -4.9483  0.0002
H: -1.9923 2.6883 -3.9242  0.0017
P: 0.0253 -2.5884 -2.3088  -0.0987
C: -1.5145 -3.4946 -2.4960  0.0198
C: 1.1605 -3.2807 -3.5276  0.0000
H: 1.6549 -2.5669 -0.5424  -0.0014
H: 0.8283 -4.1556 -0.6862  -0.0038
H: 0.0080 -2.7693 0.0964  0.0061
C: 0.6911 -3.0753 -0.7050  -0.0038
H: 2.1330 -2.7787 -3.4449  0.0004
H: 1.2729 -4.3519 -3.3403  -0.0054
H: -1.3139 -4.5625 -2.3849  0.0039
H: -1.9521 -3.3027 -3.4830  0.0008
H: 0.7711 -3.1188 -4.5394  -0.0011
H: -2.2397 -3.1758 -1.7366  -0.0089
C: -2.0562 -0.2431 -2.8216  0.0565
O: -3.1183 -0.2618 -2.9932  0.0583
C: 1.2377 3.5746 2.4236  0.0000
C: 1.8268 2.2300 2.8466  -0.0006
C: 3.1505 1.9377 2.1418  -0.0018
C: 2.0024 2.2008 4.3677  -0.0003
O: 0.8932 1.2192 2.5066  -0.0035
Si: 0.3717 0.1081 1.5273  0.0294
S: 1.5684 -0.0391 -0.2382  -0.0468
O: 0.3358 -1.2604 2.2911  -0.0001
C: 0.8475 -2.1364 3.2850  -0.0001
C: 1.5563 -3.2784 2.5631  -0.0002
C: 1.8052 -1.3617 4.1757  0.0002
C: -0.3430 -2.6492 4.0997  -0.0002
O: -1.1006 0.4869 1.1631  -0.0326
C: -2.4909 0.3874 1.4451  -0.0077
C: -3.1737 0.0827 0.1206  0.0206
C: -2.7165 -0.7415 2.4414  0.0009
C: -2.9340 1.7383 2.0101  0.0005
H: 1.9397 4.3627 2.7240  0.0000
H: 0.2621 3.7542 2.9025  0.0000
H: 1.1167 3.6350 1.3339  0.0006
H: 3.8746 2.7087 2.4404  0.0001
H: 3.5471 0.9492 2.4266  0.0000
H: 3.0413 1.9736 1.0468  0.0009
H: 1.0394 2.3409 4.8851  0.0000
H: 2.4694 1.2647 4.7073  0.0000
H: 2.6789 3.0187 4.6438  0.0000
H: 2.3766 -2.9003 1.9312  0.0000
H: 1.9698 -3.9525 3.3246  0.0000
H: 0.8504 -3.8543 1.9461  0.0000
H: 1.2632 -0.5592 4.6986  0.0000
H: 2.2071 -2.0543 4.9305  0.0000
H: 2.6452 -0.9462 3.5954  0.0000
H: -0.8512 -1.8240 4.6250  0.0000
H: -1.0697 -3.1782 3.4630  0.0000
H: 0.0401 -3.3473 4.8549  0.0001
H: -2.8064 -0.8719 -0.2931  0.0040
H: -4.2539 -0.0047 0.3022  -0.0005
H: -3.0009 0.8968 -0.5993  0.0006
H: -2.2207 -0.5174 3.3980  0.0001
H: -3.7986 -0.8245 2.6242  -0.0004
H: -2.3529 -1.7025 2.0439  0.0002
H: -2.4067 1.9618 2.9518  0.0002
H: -2.7442 2.5520 1.2922  0.0003
H: -4.0126 1.6778 2.2086  -0.0002

Calculated values
E (a.u.): -3320.75193
HOMO energy (spin up / spin down) (eV): -13.918 / -14.013
Total charge: +2
2S+1: 4
Lowest unoccupied orbital energy (spin up / spin down) (hartree): -0.3008 / -0.2929

# 2
DFT (ωB97M-V with the def2-TZVPD basis set) results for a cluster of 3 separate species, C20H48N2O12P2 in total.

Last column: Mulliken charge in e.
Cartesian coordinates (Å):
C: 3.9678 -1.7965 2.3042  -1.2741
C: 3.3086 -0.3929 2.1812  0.1053
O: 2.0786 -0.5052 1.4465  -0.2925
P: 1.3578 0.9262 1.2138  0.6778
O: 2.3500 2.0065 1.1976  -0.3391
C: 0.2531 1.2321 2.6598  0.3264
C: 0.2465 2.7594 2.9256  -0.8043
C: 1.3533 3.1860 3.9059  -0.6147
O: 1.6499 4.5864 3.8658  -0.4303
C: 2.2090 4.9140 2.6786  0.7207
O: 1.6139 5.5864 1.9419  -0.4884
O: 3.4185 4.4294 2.4477  -0.0981
P: 4.3175 5.3341 1.3246  0.1990
O: 5.6369 4.3559 1.1316  -0.4492
O: 3.5881 5.1879 -0.1615  -0.4858
O: 0.3825 0.9264 -0.0621  -0.4235
C: 1.0455 0.6339 -1.3107  -0.3573
C: 1.9229 1.8053 -1.8359  -0.9607
H: 3.5330 -2.4655 1.5521  0.3008
H: 5.0301 -1.7116 2.0529  0.3469
H: 3.8297 -2.2018 3.3088  0.3284
H: 4.0353 0.2555 1.6893  0.2474
H: 3.1460 -0.0268 3.2035  0.1800
H: -0.7714 0.9329 2.4251  -0.6264
H: 0.5922 0.6846 3.5465  0.4990
H: 0.3066 3.2785 1.9629  0.3024
H: -0.7075 3.0753 3.3710  0.4474
H: 1.0171 2.9003 4.9098  0.3894
H: 2.2801 2.6212 3.7253  0.3659
H: 5.8854 4.4022 0.1944  0.3144
H: 2.9204 4.4844 -0.0389  0.3802
H: 1.5801 -0.3239 -1.3104  0.3858
H: 0.2470 0.5163 -2.0555  0.1699
H: 1.9037 1.8808 -2.9228  0.4441
H: 2.9272 1.6746 -1.4198  0.2560
H: 1.5266 2.7051 -1.3493  0.1757
C: -5.9900 -0.9505 6.4108  -0.6982
O: -5.9034 -2.0389 5.5088  -0.3335
C: -6.6408 -1.8573 4.3042  -0.8047
C: -5.7181 -1.6260 3.1202  -0.1469
N: -5.0701 -0.3211 3.1923  -0.3241
C: -3.9590 -0.1422 2.2574  -0.7744
C: -2.7639 -1.0913 2.3564  -0.5354
O: -1.9741 -0.9291 3.5241  -0.3047
C: -2.4788 -1.5693 4.6838  -0.6503
H: -5.5858 -1.2798 7.3674  0.2329
H: -5.4006 -0.0947 6.0676  0.2874
H: -7.0285 -0.6432 6.5621  0.3356
H: -7.3812 -1.0574 4.3987  0.4067
H: -7.1849 -2.7905 4.1329  0.3957
H: -6.3014 -1.6837 2.1962  0.3686
H: -4.9873 -2.4438 3.1139  0.1566
H: -4.7136 -0.1813 4.1281  0.0919
H: -3.5861 0.8749 2.4067  0.4255
H: -4.3574 -0.1857 1.2384  0.4015
H: -2.0991 -0.8551 1.5195  0.2442
H: -3.0434 -2.1425 2.2241  0.4799
H: -2.9882 -2.5069 4.4511  0.3067
H: -3.1446 -0.9004 5.2340  0.1834
H: -1.6338 -1.7892 5.3381  0.3196
C: 2.7422 -2.6950 -3.9652  -0.7807
O: 2.7328 -1.3887 -4.5128  -0.1532
C: 3.3858 -1.2845 -5.7747  -0.8829
C: 2.3846 -1.0793 -6.8979  -0.1365
N: 1.5989 -2.2832 -7.1422  -0.3278
C: 0.4277 -2.0818 -7.9968  -0.7122
C: -0.6460 -1.0940 -7.5387  -0.4482
O: -1.3872 -1.5093 -6.4039  -0.4548
C: -0.7594 -1.2790 -5.1564  -0.4994
H: 2.4263 -2.6211 -2.9246  0.1780
H: 2.0434 -3.3556 -4.4871  0.3352
H: 3.7458 -3.1283 -3.9913  0.3364
H: 4.0366 -2.1428 -5.9664  0.3995
H: 4.0213 -0.3960 -5.7204  0.3703
H: 2.9232 -0.8130 -7.8124  0.3969
H: 1.7506 -0.2298 -6.6159  0.1352
H: 1.2767 -2.6517 -6.2575  0.0694
H: -0.0490 -3.0588 -8.1083  0.3717
H: 0.7758 -1.7850 -8.9918  0.3893
H: -1.3749 -1.0171 -8.3500  0.3481
H: -0.2559 -0.0798 -7.3935  0.3432
H: -0.1611 -0.3643 -5.1566  0.2578
H: -0.1443 -2.1356 -4.8696  0.1584
H: -1.5419 -1.1787 -4.4022  0.3233

Calculated values
E (a.u.): -2485.96987
HOMO energy (eV): -8.863
Structure (SMILES): CCOP(=O)(CCCOC(=O)OP(O)O)OCC.COCCNCCOC.COCCNCCOC
2S+1: 1
Lowest unoccupied orbital energy (hartree): 0.0178

# 3
DFT (ωB97M-V with the def2-TZVPD basis set) results for a cluster of 6 separate species, C20H48N4O8 in total.

Last column: Mulliken charge in e.
Cartesian coordinates (Å):
C: 1.2379 -0.9600 0.5545  -1.1334
N: 0.6150 -0.9112 -0.7489  0.3215
C: -0.5160 -1.5467 -1.1140  0.6489
C: -0.9785 -1.1742 -2.5057  -0.3802
O: -1.1646 -2.2542 -0.3511  -0.7045
H: 0.5588 -1.5207 1.1985  0.3514
H: 1.4708 0.0428 0.9064  0.2418
H: 2.1497 -1.5661 0.6063  0.4878
H: 1.1461 -0.4747 -1.4816  -0.2256
H: -1.5183 -2.0227 -2.9267  0.3563
H: -0.0761 -1.0769 -3.1128  -0.1455
H: -1.6028 -0.2863 -2.5060  0.2656
C: 1.9951 -5.0704 1.8578  -0.8690
N: 2.3909 -4.3583 3.0505  -0.1953
C: 3.3738 -3.4372 3.0273  0.7164
C: 3.6035 -2.6817 4.3287  -0.8907
O: 3.9999 -3.1434 2.0257  -0.6233
H: 0.9176 -5.2536 1.8561  0.3391
H: 2.3968 -6.0658 1.6471  0.2972
H: 2.2054 -4.4664 0.9790  0.2591
H: 2.0337 -4.7282 3.9116  0.2225
H: 2.9029 -2.9492 5.1125  0.3375
H: 3.5505 -1.6350 4.0163  0.1848
H: 4.6452 -2.7343 4.6464  0.2785
C: 5.1285 0.0500 1.8947  -0.5169
N: 5.2385 0.8679 0.6864  -0.1672
C: 4.3994 1.8887 0.4424  0.7051
C: 4.6692 2.7522 -0.7673  -1.0374
O: 3.3960 2.0935 1.1060  -0.6456
H: 4.2852 -0.6339 1.7703  -0.1133
H: 4.9161 0.7231 2.7207  0.2911
H: 5.9906 -0.5970 2.0191  0.3881
H: 6.0398 0.7431 0.0959  0.2254
H: 5.5384 2.4088 -1.3367  0.3252
H: 4.9397 3.7826 -0.5411  0.3476
H: 3.7408 2.7176 -1.3315  0.2070
C: -1.3289 1.0275 2.5695  -0.8725
N: -2.2630 2.0455 3.0480  -0.1052
C: -2.4571 3.2440 2.4435  0.6222
C: -3.4622 4.2024 3.0526  -0.9551
O: -1.9392 3.5109 1.3637  -0.6654
H: -0.5491 1.4509 1.9516  0.3300
H: -1.9494 0.3095 2.0238  0.2055
H: -0.9730 0.5010 3.4549  0.3719
H: -2.8619 1.8327 3.8266  0.2137
H: -3.8772 4.8791 2.3151  0.2892
H: -3.0694 4.6922 3.9432  0.3743
H: -4.3430 3.6417 3.3968  0.1395
C: -1.0897 -0.8067 -6.2475  -0.7961
O: 0.1251 -0.2840 -5.7966  -0.3168
C: 1.2015 -1.1512 -6.0135  -0.5731
C: 2.4227 -0.6327 -5.2992  -0.6536
O: 2.1299 -0.5758 -3.9117  -0.2270
C: 3.2152 -0.0509 -3.1853  -0.5160
H: -1.9037 -0.1119 -6.0528  0.2544
H: -1.3321 -1.7681 -5.7873  0.3086
H: -1.0941 -0.9442 -7.3354  0.3483
H: 1.4143 -1.3413 -7.0740  0.4916
H: 0.9550 -2.1547 -5.6321  0.3234
H: 2.6112 0.3734 -5.6886  0.3226
H: 3.2538 -1.3275 -5.4418  0.3574
H: 3.5169 0.9307 -3.5663  0.3603
H: 4.0974 -0.6987 -3.2082  0.2925
H: 2.9126 0.0900 -2.1487  -0.0699
C: -3.8816 -0.3676 -0.4109  -0.5255
O: -4.7617 0.7614 -0.3656  -0.4310
C: -4.8156 1.3395 0.8952  0.5226
C: -5.8751 2.4434 0.8299  -0.7823
O: -6.0749 3.1238 2.0587  -0.2619
C: -7.0721 2.4769 2.8252  -0.8401
H: -4.1002 -0.7429 -1.4018  0.3260
H: -4.1054 -1.0823 0.3875  0.3337
H: -2.8432 -0.1136 -0.1903  0.0410
H: -3.9009 1.8337 1.2558  -0.2607
H: -5.0780 0.6712 1.7300  0.2084
H: -6.7647 2.0087 0.3592  0.4530
H: -5.5621 3.2461 0.1586  0.2794
H: -8.0253 2.5184 2.2857  0.3234
H: -7.2894 3.0277 3.7428  0.2823
H: -6.8323 1.4492 3.1023  0.3269

Calculated values
E (a.u.): -1611.73515
HOMO energy (eV): -9.076
Structure (SMILES): CNC(C)=O.CNC(C)=O.CNC(C)=O.CNC(C)=O.COCCOC.COCCOC
ΔE to the lowest compared entry with this formula, charge and spin (kcal per mole): 0.0
2S+1: 1
Lowest unoccupied orbital energy (hartree): 0.0249